Entry from OMol25: a molecular structure, C39H28F2IrN7O2S at a distorted geometry (ωB97M-V/def2-TZVPD).

```
80
Properties=species:S:1:pos:R:3:lowdin_charge:R:1
Ir -1.36 0.07 0.19 1.237
N -3.21 -4.01 -0.25 0.092
C -2.62 -2.83 0.06 -0.844
S -3.10 -1.45 -0.86 0.689
N -1.80 -2.82 1.06 0.012
N -1.24 -1.66 1.40 -0.085
C -0.60 -1.60 2.53 -0.182
C -0.81 -2.61 3.59 -0.162
C 0.26 -3.11 4.33 -0.045
C 0.05 -4.02 5.36 -0.078
C -1.23 -4.46 5.65 -0.084
C -2.30 -4.00 4.89 -0.069
C -2.09 -3.08 3.87 -0.029
C 0.22 -0.41 2.69 -0.206
C 0.88 -0.06 3.87 0.007
C 1.64 1.09 3.91 -0.038
C 1.72 1.89 2.78 -0.032
C 1.00 1.51 1.67 -0.082
N 0.27 0.40 1.63 0.008
H -3.67 -4.06 -1.14 0.081
H -2.74 -4.84 0.07 0.107
H 1.27 -2.81 4.08 0.117
H 0.89 -4.40 5.92 0.104
H -1.40 -5.16 6.46 0.103
H -3.30 -4.35 5.10 0.105
H -2.94 -2.72 3.30 0.113
H 0.76 -0.68 4.74 0.111
H 2.16 1.37 4.81 0.114
H 2.31 2.79 2.77 0.111
H 1.01 2.11 0.76 0.107
F -3.68 1.63 4.84 0.066
C -3.42 1.89 3.55 -0.272
C -2.79 0.92 2.79 -0.032
C -2.53 1.15 1.44 -0.225
C -2.94 2.39 0.87 -0.119
C -3.52 3.35 1.71 -0.217
F -3.84 4.57 1.22 0.062
C -3.77 3.12 3.04 0.057
C -2.79 2.51 -0.58 -0.185
C -3.17 3.58 -1.39 0.013
C -3.02 3.48 -2.76 -0.042
C -2.53 2.31 -3.31 -0.038
C -2.18 1.28 -2.46 -0.145
N -2.26 1.40 -1.14 -0.106
H -2.51 -0.01 3.27 0.098
H -4.21 3.89 3.66 0.130
H -3.59 4.47 -0.95 0.108
H -3.29 4.32 -3.39 0.112
H -2.41 2.19 -4.38 0.108
H -1.83 0.33 -2.83 0.082
O 0.19 -3.00 -1.39 0.048
C 0.68 -1.90 -1.58 -0.552
N 1.86 -1.66 -2.24 0.143
C 2.10 -0.25 -2.46 -0.270
C 0.92 0.33 -1.64 -0.472
O 0.76 1.52 -1.43 0.024
N 0.14 -0.68 -1.17 0.014
C 3.38 0.27 -1.83 -0.154
C 3.72 1.61 -1.97 -0.046
C 4.90 2.10 -1.42 -0.075
C 5.74 1.25 -0.70 -0.097
C 5.38 -0.08 -0.52 -0.084
C 4.21 -0.57 -1.09 -0.021
C 1.95 0.07 -3.95 -0.124
C 0.71 -0.12 -4.56 -0.020
C 0.52 0.14 -5.90 -0.075
C 1.59 0.59 -6.68 -0.092
C 2.83 0.75 -6.10 -0.076
C 3.02 0.49 -4.74 -0.025
H 2.31 -2.38 -2.78 0.160
H 3.06 2.28 -2.51 0.122
H 5.16 3.14 -1.55 0.102
H 6.66 1.62 -0.28 0.098
H 6.01 -0.74 0.05 0.100
H 3.93 -1.60 -0.95 0.109
H -0.11 -0.50 -3.96 0.107
H -0.45 -0.01 -6.35 0.103
H 1.44 0.79 -7.73 0.101
H 3.67 1.08 -6.69 0.103
H 4.00 0.60 -4.31 0.113
```

For the lowest unoccupied orbital energy, the calculation gives -0.0252 Ha. The energy relative to the best compared isomer or geometry (same formula, charge and spin) comes out at 1.671 eV.

---

Entry from OMol25: 2 unconnected molecules or ions with the total composition C6H12O2 at a distorted geometry (ωB97M-V/def2-TZVPD).

```
20
Properties=species:S:1:pos:R:3:lowdin_charge:R:1
C 1.89 -1.87 1.60 -0.012
C 1.48 -1.16 0.34 -0.216
C 0.12 -1.25 -0.03 -0.075
C -0.59 -0.43 -0.85 0.067
C -2.09 -0.23 -0.56 -0.264
O -2.35 1.16 -0.55 -0.125
C 2.17 0.00 -0.15 -0.055
H 2.08 -1.05 2.44 0.163
H 1.06 -2.53 1.89 0.085
H 2.77 -2.38 1.50 0.049
H -0.57 -1.99 0.47 0.144
H -0.28 0.21 -1.72 0.161
H -2.28 -0.63 0.42 0.105
H -2.77 -0.69 -1.32 0.142
H 1.57 0.98 -0.11 0.127
H 2.47 0.00 -1.21 0.115
H 3.09 0.27 0.30 0.069
H -1.51 1.77 -0.38 0.005
H -0.54 3.13 0.82 -0.098
O -0.52 2.91 -0.11 -0.385
```

For the lowest unoccupied orbital energy, the calculation gives -0.0986 Ha. The energy relative to the best compared isomer or geometry (same formula, charge and spin) comes out at 6.204 eV.

---

Entry from OMol25: a single C2H5OPS molecule at a distorted geometry (ωB97M-V/def2-TZVPD).

```
10
Properties=species:S:1:pos:R:3:lowdin_spin:R:1
C -0.12 -0.87 -0.74 0.476
C 1.33 0.80 0.79 0.085
O 0.55 -1.64 -0.12 0.428
P -1.56 -1.40 -2.08 0.080
S -0.12 0.83 -0.31 0.873
H 1.95 1.56 0.71 0.005
H 1.88 -0.19 0.45 0.003
H 0.87 0.70 1.86 0.030
H -0.46 -2.04 -2.81 0.019
H -1.20 -0.25 -2.94 0.002
```

For the lowest unoccupied orbital energy (spin up / spin down), the calculation gives 0.0169 / -0.1298 Ha. As for the spin multiplicity: 3. The energy relative to the best compared isomer or geometry (same formula, charge and spin) comes out at 2.963 eV.

---

Entry from OMol25: a single C5H10N2 molecule at a distorted geometry (ωB97M-V/def2-TZVPD).

```
17
Properties=species:S:1:pos:R:3:lowdin_charge:R:1
C 0.97 -0.60 0.20 -0.298
C 0.22 0.89 -0.26 -0.189
C 1.00 0.66 1.00 -0.130
C -1.08 0.61 -0.92 -0.185
N 2.18 -0.95 -0.48 0.010
C -1.82 -0.51 -0.12 -0.259
N -2.87 -0.45 0.55 0.079
H 0.59 -1.43 0.80 0.128
H 0.43 1.94 -0.48 0.130
H 2.94 -1.15 0.15 0.069
H 2.07 -1.75 -1.09 0.068
H -3.41 0.41 0.47 0.048
H 1.95 1.18 1.00 0.114
H 0.46 0.71 1.94 0.103
H -1.72 1.50 -0.93 0.102
H -0.93 0.25 -1.94 0.112
H -0.98 -1.29 0.11 0.100
```

For the lowest unoccupied orbital energy, the calculation gives 0.0380 Ha. The structure (SMILES) is [H]/N=C\C[C@H]1C[C@@H]1N. The energy relative to the best compared isomer or geometry (same formula, charge and spin) comes out at 4.703 eV.

---

Entry from OMol25: a molecular structure, C27H29BrMgN5O3SSe2 (ωB97M-V/def2-TZVPD).

```
69
Properties=species:S:1:pos:R:3:lowdin_charge:R:1
Mg 0.58 -0.38 1.12 0.552
Se 1.19 2.74 2.07 0.662
Se 2.29 1.80 3.89 0.730
C 3.10 0.23 3.12 -0.633
C 4.30 -0.16 3.72 -0.098
C 4.91 -1.31 3.26 -0.035
C 4.34 -2.02 2.22 -0.030
C 3.16 -1.55 1.69 -0.112
N 2.53 -0.45 2.13 -0.026
C -0.59 2.12 2.46 -0.716
C -1.52 2.95 3.05 -0.089
C -2.80 2.45 3.26 -0.026
C -3.09 1.16 2.87 -0.019
C -2.10 0.40 2.28 -0.084
N -0.86 0.87 2.07 -0.019
H 4.73 0.43 4.51 0.105
H 5.84 -1.64 3.71 0.121
H 4.79 -2.92 1.83 0.116
H 2.67 -2.08 0.88 0.129
H -1.24 3.95 3.34 0.113
H -3.55 3.07 3.72 0.121
H -4.08 0.74 3.01 0.117
H -2.28 -0.62 1.95 0.125
C -2.95 -4.30 -3.31 -0.065
O -3.09 -4.89 -2.03 -0.060
C -2.44 -4.33 -0.99 -0.274
C -2.63 -4.98 0.25 -0.003
C -1.99 -4.49 1.34 -0.023
C -1.16 -3.34 1.29 -0.100
C -0.50 -2.86 2.48 -0.353
C -0.57 -3.61 3.79 0.011
O 0.14 -1.79 2.51 -0.059
C -0.99 -2.68 0.04 -0.317
O -0.27 -1.61 -0.12 -0.135
C -1.64 -3.22 -1.10 0.057
H -3.55 -4.91 -3.98 0.095
H -1.91 -4.32 -3.63 0.097
H -3.33 -3.28 -3.30 0.096
H -3.27 -5.85 0.29 0.121
H -2.15 -4.99 2.29 0.106
H -0.78 -4.67 3.69 0.072
H -1.34 -3.15 4.41 0.103
H 0.38 -3.47 4.30 0.092
H -1.49 -2.70 -2.04 0.110
C 0.76 4.81 -3.59 -0.070
N 0.30 4.13 -2.39 -0.034
C -0.88 3.60 -2.06 -0.841
S -1.10 2.97 -0.49 0.639
N -1.90 3.54 -2.93 -0.036
C -2.03 4.00 -4.30 -0.073
H 1.82 5.02 -3.46 0.090
H 0.25 5.76 -3.76 0.087
H 0.65 4.18 -4.48 0.067
H 0.93 4.15 -1.60 0.104
H -2.71 3.10 -2.52 0.107
H -1.81 5.06 -4.40 0.082
H -3.06 3.85 -4.59 0.094
H -1.40 3.43 -4.99 0.052
Br 0.32 0.82 -4.55 0.810
C 1.37 0.95 -2.99 -0.659
C 2.60 1.59 -3.01 -0.096
C 3.31 1.65 -1.82 -0.033
C 2.77 1.08 -0.69 -0.143
N 1.59 0.46 -0.67 0.030
C 0.90 0.40 -1.82 -0.180
H 2.99 2.01 -3.93 0.114
H 4.28 2.14 -1.78 0.115
H 3.30 1.11 0.25 0.097
H -0.05 -0.11 -1.78 0.099
```

For the lowest unoccupied orbital energy, the calculation gives -0.0955 Ha. Its total charge is +1. The energy relative to the best compared isomer or geometry (same formula, charge and spin) comes out at 0.000 eV.

---

Entry from OMol25: a molecular structure, C37H47AlBrIN3OTe (ωB97M-V/def2-TZVPD).

```
92
Properties=species:S:1:pos:R:3:lowdin_spin:R:1
Al -0.24 -2.54 0.23 0.000
C -1.19 -4.98 -1.16 0.000
N -1.26 -4.22 0.12 0.000
C -2.69 -3.97 0.44 0.000
C -0.61 -5.02 1.21 0.000
C 0.90 -4.88 1.13 0.000
N 1.26 -3.42 1.15 0.000
C 2.62 -3.21 0.58 0.000
C 1.26 -2.91 2.56 0.000
H -1.75 -5.91 -1.06 0.000
H -0.16 -5.20 -1.43 0.000
H -1.64 -4.38 -1.96 0.000
H -3.20 -4.93 0.57 0.000
H -3.15 -3.42 -0.38 0.000
H -2.77 -3.37 1.35 0.000
H -0.91 -6.07 1.13 0.000
H -0.99 -4.65 2.16 0.000
H 1.28 -5.30 0.20 0.000
H 1.39 -5.40 1.95 0.000
H 3.35 -3.74 1.19 0.000
H 2.85 -2.15 0.59 0.000
H 2.65 -3.58 -0.44 0.000
H 2.06 -3.41 3.11 0.000
H 0.31 -3.10 3.04 0.000
H 1.43 -1.84 2.55 0.000
C -0.53 6.55 -4.26 0.001
C -0.24 5.36 -3.39 0.008
C 1.05 5.12 -2.93 0.003
C 1.35 4.05 -2.10 0.020
C 2.77 3.84 -1.64 0.018
C 0.30 3.20 -1.72 0.054
Te 0.66 1.58 -0.43 0.516
N -0.88 -1.15 0.90 0.001
C -1.40 -0.12 1.50 0.013
O -1.09 1.09 1.30 0.204
C -2.47 -0.33 2.54 0.010
C -3.38 0.68 2.80 0.001
C -4.38 0.50 3.75 0.000
C -4.46 -0.69 4.46 0.000
C -3.54 -1.71 4.21 0.001
C -2.56 -1.52 3.25 0.002
C 1.54 2.61 1.17 0.019
C 2.75 2.13 1.67 0.014
C 3.41 0.88 1.15 0.015
C 3.36 2.83 2.71 -0.002
C 2.80 3.98 3.24 0.014
C 3.48 4.74 4.34 0.002
C 1.58 4.42 2.73 -0.002
C 0.93 3.76 1.70 0.012
C -0.39 4.30 1.22 0.005
C -1.01 3.41 -2.18 0.010
C -2.17 2.54 -1.76 0.017
C -1.25 4.49 -3.01 -0.002
H 0.38 6.97 -4.69 0.000
H -1.03 7.33 -3.69 0.000
H -1.20 6.27 -5.08 0.000
H 1.86 5.77 -3.24 0.001
H 3.45 4.46 -2.23 0.001
H 3.09 2.80 -1.77 0.011
H 2.90 4.10 -0.59 0.000
H -3.30 1.62 2.26 0.000
H -5.09 1.29 3.94 0.000
H -5.23 -0.83 5.20 0.000
H -3.59 -2.63 4.78 0.000
H -1.82 -2.30 3.07 0.000
H 2.77 0.01 1.30 0.002
H 4.35 0.69 1.66 0.001
H 3.63 0.95 0.08 0.008
H 4.31 2.47 3.10 0.000
H 4.37 4.22 4.69 0.000
H 2.81 4.87 5.19 0.001
H 3.78 5.73 4.00 0.001
H 1.12 5.30 3.15 0.000
H -0.83 4.94 1.98 0.000
H -1.10 3.50 1.01 0.002
H -0.27 4.89 0.31 0.000
H -1.89 1.51 -1.56 0.011
H -2.93 2.53 -2.54 0.001
H -2.64 2.93 -0.85 0.000
H -2.26 4.67 -3.37 0.000
Br 2.32 -4.88 -2.95 0.000
C 0.81 -4.42 -3.98 0.000
C 0.43 -5.29 -4.99 0.000
C -0.67 -5.00 -5.78 0.000
C -1.40 -3.83 -5.56 0.000
C -1.02 -2.96 -4.55 0.000
C 0.08 -3.26 -3.76 0.000
I 0.59 -1.84 -2.30 0.003
H 1.00 -6.19 -5.16 0.000
H -0.96 -5.68 -6.57 0.000
H -2.25 -3.60 -6.18 0.000
H -1.58 -2.05 -4.39 0.000
```

For the lowest unoccupied orbital energy (spin up / spin down), the calculation gives -0.1988 / -0.2184 Ha. As for the spin multiplicity: 2. Its total charge is +2.